{"formula": "C47H129N11O12", "method": "ωB97M-V with the def2-TZVPD basis set", "elements": ["O", "O", "O", "O", "O", "O", "O", "O", "O", "O", "O", "O", "N", "N", "N", "N", "N", "N", "N", "N", "N", "N", "N", "C", "C", "C", "C", "C", "C", "C", "C", "C", "C", "C", "C", "C", "C", "C", "C", "C", "C", "C", "C", "C", "C", "C", "C", "C", "C", "C", "C", "C", "C", "C", "C", "C", "C", "C", "C", "C", "C", "C", "C", "C", "C", "C", "C", "C", "C", "C", "H", "H", "H", "H", "H", "H", "H", "H", "H", "H", "H", "H", "H", "H", "H", "H", "H", "H", "H", "H", "H", "H", "H", "H", "H", "H", "H", "H", "H", "H", "H", "H", "H", "H", "H", "H", "H", "H", "H", "H", "H", "H", "H", "H", "H", "H", "H", "H", "H", "H", "H", "H", "H", "H", "H", "H", "H", "H", "H", "H", "H", "H", "H", "H", "H", "H", "H", "H", "H", "H", "H", "H", "H", "H", "H", "H", "H", "H", "H", "H", "H", "H", "H", "H", "H", "H", "H", "H", "H", "H", "H", "H", "H", "H", "H", "H", "H", "H", "H", "H", "H", "H", "H", "H", "H", "H", "H", "H", "H", "H", "H", "H", "H", "H", "H", "H", "H", "H", "H", "H", "H", "H", "H", "H", "H", "H", "H", "H", "H"], "coordinates": [[4.39303, -2.27634, -1.59740], [-0.75367, -0.15422, -0.94549], [2.08478, -2.28789, -4.83998], [-1.56336, 5.41206, 1.32893], [-4.16977, -7.21193, 0.79814], [-7.92505, -1.90176, 1.52681], [1.53148, 2.51092, -6.74441], [2.18919, 5.57444, -1.97853], [4.71556, 2.66088, 4.08047], [1.76876, -4.63321, -0.47761], [-4.94272, 2.26115, -0.51857], [-2.20976, -0.28280, 5.71263], [-4.45416, -4.46520, 3.25659], [3.81854, 3.34182, -2.54737], [4.16426, -4.97207, -2.54697], [1.11169, -2.48912, -1.97691], [0.05553, 2.66787, 6.03016], [1.69276, 0.96651, -3.38173], [-7.30648, 2.73631, 0.72450], [5.10596, -2.89393, -4.30664], [2.99539, -0.56900, 3.32168], [0.77500, 4.84263, 4.20377], [-5.08606, -1.72976, 2.50672], [-0.48213, 0.23187, 0.29626], [5.82799, -1.87281, -3.57669], [-4.38775, -1.49729, 0.17840], [0.06408, -0.98643, 1.12199], [-3.96621, 1.93143, -1.49736], [2.35553, -1.99763, -6.19979], [4.70557, 3.95006, 3.41503], [-8.41598, -0.53510, 1.55586], [-4.37178, -8.64493, 0.99586], [0.13492, 2.79817, -4.17387], [-0.25084, 1.24070, 5.94616], [2.14432, 1.90994, -5.60346], [3.03275, -5.82645, -2.27972], [-1.68225, 4.73956, 0.09526], [0.44988, -3.01992, -3.16308], [-2.40012, -0.21231, 4.27851], [-2.64704, -4.40339, 1.67478], [-5.77352, 4.45590, 1.33449], [4.02700, 0.27090, 3.97244], [2.51509, -5.78655, -0.81707], [-6.59825, 3.85847, 0.16053], [-0.98997, -3.12142, -2.84845], [-6.80908, -2.03833, 0.69072], [-5.69460, 3.32311, -0.97437], [0.56800, 6.84806, 2.87424], [-1.76205, 0.99921, 6.23270], [3.79048, 1.73576, 3.51245], [0.76401, 0.52573, 6.84923], [3.48234, 3.66599, -1.21258], [-4.01389, -5.07182, 2.02451], [6.47009, -0.87398, -4.50101], [0.51760, 1.38663, 0.39581], [-0.18486, 5.58744, 3.40764], [1.08800, 1.59851, -4.54168], [3.39790, -7.24836, -2.60295], [4.75378, -1.28517, -2.54538], [5.40115, -0.31715, 3.51421], [1.31421, -4.58176, 0.84802], [-3.91081, -6.61159, 2.07724], [3.95481, -1.73404, -0.40807], [4.64789, 4.56086, -0.76093], [-5.55813, -1.27334, 1.15226], [2.13212, 4.45817, -1.11699], [1.00647, 6.32399, -2.08695], [0.90216, 1.54936, -7.60208], [-0.74601, 4.64406, 2.22841], [0.70859, -2.26270, -4.47639], [0.65259, 6.70403, -1.12860], [3.02142, 2.84410, -2.91747], [1.96608, -6.65884, -0.46239], [4.49394, 5.54648, -1.20020], [5.47835, -1.33947, 3.88437], [-3.44865, -0.95277, 0.27681], [-2.49240, 5.15954, -0.50087], [-4.55737, -7.12607, 2.78813], [-0.56939, 2.51090, -3.39313], [-4.45749, 1.69141, -2.44030], [6.22343, 0.27636, 3.91384], [-6.64488, -3.10796, 0.56026], [3.43651, -5.86402, -0.23995], [-1.18427, -3.92340, -2.13628], [0.68246, -0.55970, 6.79193], [-1.83704, -4.62348, 2.37017], [2.75332, 1.99970, 3.71917], [-7.14501, -1.70434, -0.29096], [4.18763, -2.54390, -4.53956], [0.31389, 4.23466, 4.86547], [3.87739, -0.93606, -3.09143], [-1.85097, 3.68173, 0.29681], [6.84107, -0.04996, -3.89154], [0.10839, 0.91069, 4.97141], [1.04031, 2.79174, 5.84316], [-2.73297, -3.32205, 1.56787], [-1.67345, -3.27743, -3.68309], [0.67506, -5.40204, 1.17472], [-4.74570, -3.51127, 3.09808], [0.29368, 2.14135, -0.35808], [1.54879, 0.84877, -8.13041], [-6.34378, 3.07696, -1.81466], [-7.87139, 2.24797, 0.04442], [-4.22264, -1.24494, 2.70564], [2.94901, -1.45424, 3.80574], [-0.38282, 3.02650, -5.10549], [5.47864, 4.67303, 3.67537], [2.08030, 4.79913, -0.08298], [1.11209, 7.32105, 3.69176], [0.28341, -1.26356, -4.38135], [1.99366, -0.99973, -6.44745], [5.44459, -0.29424, 2.42532], [-1.91951, 0.97673, 7.31103], [0.31044, 2.11428, -8.32239], [3.98957, 0.26188, 5.06175], [4.80782, -3.59410, -3.64259], [4.81612, -1.25331, 0.05576], [-1.29046, 3.81701, 2.68410], [-4.73509, -4.83842, 1.24125], [1.54613, 1.13115, 0.14091], [0.60914, 1.88584, 1.36043], [0.95025, 0.93564, -2.69775], [-8.60864, -0.12744, 0.56348], [-3.16364, 2.65953, -1.61506], [0.17555, 0.93034, -7.07584], [-0.75808, 4.83643, -0.47450], [0.06825, -2.63598, -5.27560], [1.26039, 5.47526, 4.82367], [1.28331, -3.26156, -1.34922], [2.81318, 2.70735, -5.27964], [-1.38048, 0.69309, 0.70656], [3.99782, -4.26205, -1.84821], [5.03248, -5.43958, -2.32847], [-7.18355, 4.64416, -0.31720], [3.41480, -2.04342, -6.45265], [-5.72357, -1.34052, 3.18656], [5.24268, -0.43252, -2.07413], [-2.38453, 1.79589, 5.82537], [3.57650, -2.46660, 0.30491], [1.13390, 7.09647, -2.84533], [1.98486, 0.01686, -3.56329], [2.57383, -7.96121, -2.63209], [-3.42849, 1.05001, -1.14800], [1.83435, -2.72883, -6.81770], [0.17750, 5.69186, -2.40526], [-0.17818, -0.88918, -1.16960], [-0.16776, 7.51314, 2.42211], [1.24286, 3.87151, -1.34752], [-0.05768, 2.97630, 6.98523], [-4.09771, -2.54011, 0.04995], [-1.38505, -2.21267, -2.39438], [-0.69917, -1.73828, 1.32264], [-5.29214, -4.92868, 3.57765], [1.75763, 0.76136, 6.46806], [4.12226, -7.61132, -1.87380], [-5.10393, 4.15804, -1.35133], [-6.37702, 5.05027, 2.02051], [-5.32723, -8.85939, 1.47464], [4.66989, 4.62591, 0.32690], [2.06349, -2.27712, -2.24000], [3.42358, 2.78160, -0.57815], [-9.36940, -0.56607, 2.08323], [0.81906, -4.03723, -3.29299], [2.16073, -5.55841, -2.87623], [3.75593, 4.41360, 3.68226], [-0.99935, 5.91669, 4.05284], [-2.95586, -6.85161, 2.54474], [-6.46828, 2.20219, 0.90402], [-2.64536, -1.23509, 3.99233], [-3.19953, 0.49624, 4.06171], [0.82019, -3.62189, 0.99865], [0.51543, -0.67909, 2.06535], [0.61115, 3.71918, -3.83767], [-1.57466, 0.21308, 3.70776], [2.61578, 0.96251, -5.86464], [3.84033, 1.69746, 2.42426], [-3.60477, -9.03003, 1.66780], [0.41056, 0.87955, -5.00241], [2.12853, -4.52823, 1.57060], [1.25712, 6.53543, 2.08970], [5.81658, -0.47999, -5.27935], [-5.09811, 3.80617, 1.89107], [3.16550, -0.99909, -0.56602], [-4.68164, -1.25601, -0.84312], [-5.76574, -0.20344, 1.13459], [0.12150, 4.19519, 1.74464], [-5.12508, 5.23502, 0.93373], [6.59776, -2.45750, -3.07302], [7.32543, -1.42677, -4.88949], [3.86700, 4.23262, -3.02092], [4.87006, 4.00610, 2.33898], [5.60157, 4.09232, -1.00398], [-4.35144, -9.15751, 0.03413], [3.96612, -7.22162, -3.53274], [-7.77977, 0.21819, 2.02050], [0.85948, -1.35459, 0.47399], [-2.30959, -4.81181, 0.72219], [2.14572, -0.08159, 3.56781], [0.76231, 0.89495, 7.87479]], "forces_ev_per_a": [[0.081, -0.706, -1.109], [-0.903, -0.437, -3.069], [0.062, 0.126, 0.566], [0.473, -0.407, 0.666], [0.345, -0.979, 0.769], [-0.359, 1.553, 0.748], [-0.133, -1.278, -0.868], [0.462, 0.169, -0.333], [0.501, 0.309, -0.947], [0.267, -0.465, -0.234], [1.099, -0.226, -0.463], [0.644, 1.262, -0.599], [-0.202, -1.022, 1.169], [-0.307, -0.836, -1.087], [-1.170, 0.087, 0.868], [0.393, 1.301, -0.517], [-0.556, 0.315, -0.133], [-0.055, 0.876, 0.491], [-0.418, 0.249, 0.511], [-0.119, -0.466, -0.844], [0.083, 1.058, 0.610], [0.337, -0.485, 0.193], [-0.907, 0.885, -0.907], [1.210, 0.834, 4.089], [-2.605, -0.522, 0.846], [-0.370, -0.501, -1.354], [-0.449, 1.233, -0.297], [0.349, -1.119, 0.592], [-0.781, 0.027, -0.156], [-0.744, 0.233, 0.373], [-0.380, -0.734, 0.064], [0.248, 1.078, -0.102], [0.959, -0.686, -0.531], [0.793, 0.084, 0.687], [-1.090, 1.018, 0.108], [-1.737, -1.200, 0.514], [0.189, -0.109, 0.170], [0.779, -0.647, -0.658], [-0.275, 0.151, 1.165], [-0.422, -0.835, -0.707], [0.175, 1.436, -0.929], [1.437, 0.052, -0.783], [0.933, -0.387, 0.430], [1.459, 0.116, 0.138], [-2.049, 0.188, 0.220], [0.081, 0.031, -0.321], [-1.062, 1.897, 0.346], [-1.161, -1.131, -0.327], [0.724, -1.227, -0.597], [0.441, -0.703, -0.306], [-0.168, -0.458, -0.061], [0.021, 1.478, 0.669], [0.702, 0.440, -0.344], [0.382, 0.020, 0.845], [0.925, 0.400, -0.786], [0.269, 0.194, -1.156], [-0.727, 0.410, -0.063], [0.660, -0.368, -0.113], [2.372, 0.092, -0.692], [-0.811, 0.959, 0.534], [0.332, 0.655, 0.879], [-0.240, 0.142, 0.300], [0.140, 0.915, 1.071], [-0.511, -0.414, 1.152], [1.431, -0.661, 0.015], [0.868, 0.086, 0.521], [-0.431, -0.647, 0.053], [-0.725, 0.661, 0.261], [0.598, 1.842, 1.375], [-0.288, 0.090, 0.330], [0.345, 0.499, 0.225], [0.011, -0.432, -0.606], [-0.426, -0.343, -0.667], [0.451, 0.004, 0.023], [0.101, -0.042, -0.125], [-0.161, 0.321, 0.801], [-0.104, 0.044, 0.231], [-0.860, 0.670, 0.262], [-0.132, -0.224, -0.094], [0.117, 0.141, -0.206], [0.028, -0.062, 0.024], [0.347, -0.085, 0.396], [0.311, 0.435, 0.582], [0.079, -0.042, 0.076], [-0.196, -0.072, 0.316], [-0.323, -0.079, 0.445], [-0.278, 0.338, 0.394], [0.463, 0.397, -0.442], [-0.073, 0.397, -0.445], [-0.471, -0.403, -0.316], [-0.076, 0.065, -0.122], [-0.255, -0.245, -0.296], [0.148, 0.243, -0.202], [-0.928, 0.077, -0.535], [0.259, -0.039, -0.095], [-0.126, -0.064, 0.109], [0.290, -0.336, -0.374], [-0.215, -0.177, -0.456], [0.197, 0.304, -0.303], [-0.430, 0.191, 0.057], [0.611, 0.277, 0.046], [-0.194, -0.580, -0.235], [0.049, -0.147, -0.240], [0.257, 0.031, -0.141], [0.023, -0.251, 0.032], [-0.247, 0.140, 0.205], [0.383, -0.698, 1.251], [-0.428, 0.146, 0.376], [-0.090, 0.140, -0.103], [0.508, 0.718, 0.270], [-0.102, 0.111, -0.149], [0.005, -0.131, 0.001], [-0.010, -0.127, 0.049], [0.247, 0.038, -0.133], [-0.109, -0.142, 0.240], [0.328, -0.554, -0.083], [-0.092, 0.374, 0.402], [-0.419, -0.094, -0.001], [0.057, -0.057, -0.560], [0.183, -0.608, -0.050], [-0.475, -0.163, 0.205], [0.081, -0.376, 0.503], [-0.021, -0.359, -0.436], [-0.361, 0.628, -0.114], [-0.068, -0.048, 0.328], [0.144, -0.085, -0.105], [0.171, -0.824, -0.157], [0.281, 0.396, -0.190], [-0.377, -0.133, 0.172], [0.437, -0.524, 0.337], [-0.526, -0.434, 0.372], [0.978, 0.924, -0.236], [0.130, -0.160, 0.212], [-0.492, -0.046, 0.365], [0.035, -0.133, 0.561], [-0.359, -0.160, 0.333], [-0.263, 0.233, 0.523], [0.128, 0.184, -0.201], [0.032, -0.405, -0.350], [0.182, 0.066, 0.302], [0.008, -0.129, -0.140], [-0.019, 0.187, -0.173], [-0.238, -0.227, 0.001], [-0.076, -0.023, -0.257], [-0.157, -0.300, -0.372], [0.514, -0.591, -0.571], [0.203, 0.238, 0.102], [0.017, -0.388, -0.100], [-0.162, 0.089, 0.299], [-0.160, -0.252, 0.553], [0.227, 0.194, 0.161], [0.019, -0.100, -0.215], [-0.154, -0.233, 0.196], [0.126, 0.049, -0.114], [0.029, -0.113, 0.311], [0.618, 0.093, 0.046], [-0.393, -0.560, 0.164], [-0.251, 0.257, 0.022], [-0.200, 0.445, 0.106], [0.431, 0.380, -0.173], [-0.149, -0.159, -0.042], [0.139, -0.025, 0.052], [0.095, -0.236, -0.508], [0.150, 0.323, -0.454], [-0.171, 0.205, -0.389], [-0.456, 0.092, -0.263], [0.772, -0.293, -0.678], [-0.504, -1.273, 0.475], [0.108, 0.193, -0.247], [-0.570, -0.171, 0.005], [-0.390, -0.170, -0.315], [-0.056, 0.041, -0.024], [0.451, -0.094, -0.025], [0.583, -0.444, 0.195], [0.584, 0.155, -0.041], [0.304, 0.283, -0.325], [0.246, -0.158, -0.179], [-0.286, -0.147, -0.283], [0.520, -0.279, -0.046], [0.208, 0.053, 0.060], [0.012, -0.190, -0.007], [-0.399, -0.467, -0.169], [-0.136, 0.236, 0.035], [-0.371, 0.334, -0.109], [-0.164, 0.149, 0.126], [0.187, 0.214, -0.351], [0.331, 0.016, -0.277], [0.175, 0.545, 0.619], [-0.035, 0.417, -0.591], [0.064, 0.074, -0.479], [-0.546, -1.150, -0.341], [-0.113, 0.192, -0.467], [0.166, 0.242, 0.026], [-0.330, -0.287, -0.288], [0.346, -0.375, 0.386], [0.083, -0.443, 0.228], [0.048, 0.122, -0.304], [-0.736, -0.263, -0.214], [-0.320, -0.214, 0.161]], "lowdin_charge": [-0.226, -0.036, -0.207, -0.183, -0.183, -0.174, -0.183, -0.197, -0.168, -0.230, -0.183, -0.182, 0.025, 0.046, 0.061, 0.096, 0.016, 0.075, 0.041, 0.039, 0.046, 0.018, 0.061, -0.537, -0.412, -0.058, -0.022, -0.083, -0.082, -0.081, -0.090, -0.093, -0.013, -0.408, -0.177, -0.429, -0.109, -0.413, -0.093, -0.065, -0.055, -0.412, -0.172, -0.409, -0.059, -0.213, -0.258, -0.051, -0.153, -0.207, -0.061, -0.429, -0.418, -0.062, -0.048, -0.391, -0.421, -0.069, -0.152, -0.048, -0.092, -0.207, -0.123, -0.056, -0.359, -0.193, -0.107, -0.107, -0.164, -0.173, 0.085, 0.026, 0.127, 0.081, 0.070, 0.064, 0.090, 0.109, 0.067, 0.097, 0.073, 0.126, 0.128, 0.084, 0.082, 0.071, 0.105, 0.121, 0.021, 0.007, 0.103, 0.075, 0.074, 0.114, 0.065, 0.035, 0.084, 0.092, 0.008, 0.054, 0.082, 0.123, 0.069, 0.037, 0.074, 0.075, 0.083, 0.115, 0.069, 0.109, 0.058, 0.063, 0.125, 0.089, 0.122, 0.001, 0.085, 0.114, 0.119, 0.068, 0.070, 0.054, 0.077, 0.078, 0.073, 0.053, 0.125, 0.065, 0.034, 0.126, 0.121, 0.056, 0.097, 0.137, 0.090, 0.086, 0.118, 0.115, 0.087, 0.096, 0.039, 0.085, 0.067, 0.094, 0.066, 0.036, 0.071, 0.089, 0.086, 0.064, 0.069, 0.065, 0.066, 0.060, 0.081, 0.118, 0.073, 0.081, 0.044, 0.055, 0.125, 0.090, 0.120, 0.123, 0.071, 0.126, 0.118, 0.046, 0.083, 0.083, 0.069, 0.054, 0.060, 0.069, 0.108, 0.118, 0.080, 0.098, 0.091, 0.067, 0.075, 0.077, 0.079, 0.078, 0.111, 0.093, 0.065, 0.135, 0.078, 0.074, 0.057, 0.081, 0.083, 0.086, 0.067, 0.053, 0.070, 0.033, 0.079], "total_charge": 0, "de_lowest_kj_mol": 0.0, "homo_lumo_gap_ev": 8.894}